Density functional theory data (ωB97M-V with the def2-TZVPD basis set) for a single C25H43Br2FNO5PS molecule in a non-equilibrium geometry.

```
79
C25H43Br2FNO5PS (ωB97M-V with the def2-TZVPD basis set)
C 2.48676 -1.10415 4.05093
C 0.96048 -1.61203 4.34345
C -0.09956 -0.76569 3.41801
C -0.80265 -1.84285 2.45638
C -2.00442 -1.32091 1.54917
C -1.66569 -0.58528 0.17628
C -0.49936 -1.43157 -0.53628
C 1.00510 -0.87563 -0.18689
C 1.98048 -2.17790 -0.06955
C 3.50598 -1.81770 -0.52108
C 4.44678 -3.15640 -0.50621
O 4.93235 -3.44003 -1.84820
C 5.97675 -2.51478 -2.23011
C -1.45326 1.01154 0.11144
C -0.78945 2.05121 1.11624
C 0.74441 2.44910 0.72410
C 1.09069 4.00090 0.94185
C 2.72610 4.07690 1.08687
C 0.49447 4.65312 2.28202
N -1.94210 1.52273 -1.03954
C -1.78196 3.00883 -1.31785
O -0.72948 3.49733 -1.85882
O -2.75774 3.93641 -0.92928
C -2.63537 0.52308 -1.95981
C -3.84419 1.46062 -2.51195
C -1.87097 0.15491 -3.31420
Br -0.03263 0.87385 -3.70266
C -2.36717 -0.72022 -4.33899
C -1.49968 -1.01714 -5.68113
Br -4.11316 -1.61497 -4.17483
C -2.94416 -0.60419 -0.85660
F -2.95923 -2.00761 -1.23261
P -4.68940 -0.41879 -0.08935
O -5.07417 -1.71319 1.00114
O -5.93601 -0.54559 -1.28717
S -4.86637 1.20744 0.99609
H 3.21113 -1.42219 4.89543
H 2.50363 0.04371 3.96440
H 2.91091 -1.51445 3.07190
H 0.93789 -2.70627 3.98676
H 0.68199 -1.56721 5.44972
H 0.57136 -0.00922 2.84815
H -0.83268 -0.26008 4.13483
H -1.27504 -2.62413 3.17909
H 0.03332 -2.41481 1.92606
H -2.60886 -2.27064 1.26209
H -2.72450 -0.71637 2.22836
H -0.54498 -1.48851 -1.67303
H -0.48602 -2.53309 -0.17238
H 1.35832 -0.31797 -1.12520
H 1.02312 -0.24721 0.76563
H 1.56229 -2.99828 -0.77436
H 1.98951 -2.63066 0.98326
H 3.92188 -1.03548 0.20641
H 3.46787 -1.47986 -1.61242
H 3.88981 -4.07083 -0.09083
H 5.34264 -2.95016 0.18657
H 6.87791 -2.61893 -1.51032
H 5.64557 -1.41930 -2.18915
H 6.38027 -2.73676 -3.27847
H -0.70638 1.54020 2.15566
H -1.44772 2.98244 1.33242
H 0.86780 2.21003 -0.38779
H 1.42873 1.76062 1.33263
H 0.82953 4.55593 -0.02437
H 2.97153 4.42293 2.15615
H 3.15329 2.99889 1.01399
H 3.21474 4.70936 0.26922
H -0.61087 4.93743 2.08035
H 0.48786 3.96264 3.19429
H 1.03440 5.66023 2.47702
H -3.42430 2.15757 -3.33887
H -4.69398 0.88150 -3.01002
H -4.34465 2.08386 -1.67153
H -1.25196 -0.01992 -6.21585
H -2.13156 -1.65655 -6.40860
H -0.52478 -1.55718 -5.39879
H -4.94125 -2.58290 0.53728
H -6.74000 -0.19971 -0.81658
```

## Properties
relative energy (zero: lowest compared OMol25 entry of this formula, charge and spin): 8.078 eV
max |F|: 9.22 eV/Å
frontier orbital gap: 0.2778 Eh

***

Density functional theory data (ωB97M-V with the def2-TZVPD basis set) for a molecular structure, C11H25BiCl2N2OP2 in a non-equilibrium geometry.

```
44
C11H25BiCl2N2OP2 (ωB97M-V with the def2-TZVPD basis set)
C -2.66519 -5.29955 -2.24453
C -1.70491 -4.29281 -1.68128
H -3.35994 -5.61389 -1.46366
H -2.10547 -6.15579 -2.63142
H -3.20476 -4.85316 -3.08472
O -1.65134 -3.86066 -0.57554
Cl -0.51206 -3.73187 -2.95338
Bi -0.04062 0.23231 0.26146
P 1.71746 -1.11443 0.94526
C 2.06671 -1.21356 2.74121
C 1.53587 -2.86838 0.44930
H 2.42482 -3.44951 0.71798
H 4.11576 -1.35423 0.50348
H 1.37935 -2.89975 -0.63200
H 3.22231 -0.61352 -0.86431
H 1.18114 -1.58711 3.26248
H 0.65701 -3.29260 0.94205
C 3.33285 -0.64115 0.22274
H 2.91393 -1.87787 2.94101
H 3.60443 0.35862 0.57193
H 2.29099 -0.21366 3.12249
P -1.73381 1.49415 -0.69407
C -2.80447 2.47182 0.42618
C -1.13647 2.73441 -1.90248
H -2.36643 -0.07165 -2.40815
H -3.66033 1.14730 -2.16805
H -3.44509 -0.19277 -1.00266
C -2.92829 0.50396 -1.66792
H -0.52513 2.21571 -2.64535
H -1.97327 3.24370 -2.39279
H -3.56307 3.02439 -0.13779
H -2.18877 3.17540 0.99302
H -0.51155 3.46806 -1.38627
H -3.29610 1.80019 1.13516
Cl 0.51039 -0.43524 -1.96178
N 0.53944 3.37255 1.07707
C 1.36598 4.22564 1.69928
C 2.40871 3.51411 2.20779
C 2.15120 2.21115 1.85340
N 0.98989 2.12423 1.15595
H -0.31196 3.69682 0.61481
H 1.21403 5.29464 1.77185
H 3.25495 3.89217 2.76567
H 2.81183 1.43184 2.11661
```

## Properties
charge: +2
max |F|: 8.42 eV/Å
frontier orbital gap: 0.2399 Eh

***

Density functional theory data (ωB97M-V with the def2-TZVPD basis set) for a molecular structure, C2Na5O6 in a non-equilibrium geometry.

```
13
C2Na5O6 (ωB97M-V with the def2-TZVPD basis set)
Na -0.75787 -1.01346 -1.67706
Na 1.53027 -1.36353 0.60670
Na 0.91379 1.31699 2.37495
Na 3.23908 3.32387 0.58991
Na 1.21624 3.48162 -2.20331
C 0.16548 1.31587 -0.40138
O 0.97408 2.15870 0.08052
O 0.02867 0.31561 0.25363
O -0.38412 1.31875 -1.46672
C -1.71263 -2.64353 0.45982
O -1.78091 -2.98476 -0.68091
O -2.74279 -2.80272 1.07671
O -0.68923 -2.42347 0.98710
```

## Properties
<S²>: 0.757
2S+1: 2
max |F|: 9.09 eV/Å
frontier orbital gap (alpha / beta): 0.1194 / 0.1195 Eh